(1)
{
  "formula": "C4H9N3",
  "method": "wB97M-V/def2-TZVPD",
  "e_homo_ev": -19.29,
  "e_tot_ha": -321.2954,
  "e_above_lowest_ev": 2.858,
  "orbital_gap_ev": 9.2,
  "smiles": "C=NC(=[NH2+])[N+](=C)C",
  "total_charge": 2,
  "symbols": ["C", "N", "C", "N", "N", "C", "C", "H", "H", "H", "H", "H", "H", "H", "H", "H"],
  "xyz": [[-2.451448, 1.055129, -0.299913], [-1.474186, 0.318209, -0.286057], [-0.527672, -0.697750, -0.059798], [-0.746938, -1.938159, 0.183365], [0.776684, -0.001538, -0.060699], [1.735893, -0.466962, -0.768102], [0.948066, 0.984332, 0.897668], [-3.176028, 1.302864, 0.491733], [-2.694156, 1.614554, -1.189781], [-1.714762, -2.333230, 0.327303], [0.037838, -2.502839, 0.358706], [2.543269, 0.271585, -0.713841], [1.698313, -1.279679, -1.384582], [1.782196, 0.758522, 1.573654], [0.079539, 1.261067, 1.419444], [1.393667, 1.945371, 0.348618]],
  "forces_ev_per_a": [[-2.391, 1.830, 0.022], [4.783, -5.983, 0.390], [-3.980, 7.005, -0.147], [-1.674, -0.284, -0.186], [-1.307, -5.202, -1.102], [0.551, 4.069, 1.431], [3.391, 4.986, 0.147], [0.701, -0.431, 0.559], [0.019, -0.068, -0.761], [1.344, 0.565, -0.318], [0.964, -1.353, 0.215], [0.663, -1.016, -0.402], [-0.238, -2.135, -1.576], [-0.495, -0.416, 0.102], [-1.056, 0.151, 0.542], [-1.275, -1.718, 1.084]]
}

=====

(2)
{
  "formula": "C4H9N3O",
  "method": "wB97M-V/def2-TZVPD",
  "e_homo_ev": -8.60,
  "e_tot_ha": -397.2353,
  "e_above_lowest_ev": 3.140,
  "orbital_gap_ev": 9.5,
  "smiles": "C/N=C(\\N)C/C=N\\O",
  "total_charge": 0,
  "symbols": ["C", "N", "C", "N", "C", "C", "N", "O", "H", "H", "H", "H", "H", "H", "H", "H", "H"],
  "xyz": [[1.975077, 0.338117, 0.926466], [0.982181, -0.261631, 0.072399], [0.225673, 0.417558, -0.696465], [0.168260, 1.773802, -0.840623], [-0.860146, -0.427127, -1.294382], [-0.828563, -1.650754, -0.306864], [-1.446539, -1.728845, 0.799073], [-1.803321, -0.474431, 1.347048], [2.337195, -0.450374, 1.598129], [2.820176, 0.726830, 0.340381], [1.569218, 1.148814, 1.534753], [0.759340, 2.349492, -0.265115], [-0.687874, 2.179577, -1.177384], [-1.827286, 0.072387, -1.182520], [-0.636913, -0.694232, -2.328346], [-0.507997, -2.603130, -0.703781], [-2.238479, -0.716053, 2.177233]],
  "forces_ev_per_a": [[0.158, -0.163, -0.315], [0.704, 0.393, -0.388], [-0.119, -0.073, 1.201], [0.278, 0.094, -0.306], [0.416, -0.692, 1.497], [-1.885, 0.548, -1.570], [0.604, -0.180, 0.557], [-0.244, -0.100, -0.514], [0.061, 0.357, -0.110], [0.005, -0.021, 0.197], [-0.069, 0.172, 0.125], [-0.085, 0.011, -0.021], [0.117, 0.043, 0.050], [0.050, -0.103, -0.263], [-0.245, -0.132, 0.102], [0.086, -0.106, 0.104], [0.167, -0.047, -0.346]]
}

=====

(3)
{
  "formula": "C4H9N3O",
  "method": "wB97M-V/def2-TZVPD",
  "e_homo_ev": -8.53,
  "e_tot_ha": -397.1935,
  "e_above_lowest_ev": 4.275,
  "orbital_gap_ev": 9.2,
  "smiles": "C=N[C@@H](N)C(=C)NO",
  "total_charge": 0,
  "symbols": ["C", "N", "C", "N", "C", "C", "N", "O", "H", "H", "H", "H", "H", "H", "H", "H", "H"],
  "xyz": [[-1.501338, -1.124970, 1.251151], [-0.959592, 0.023645, 1.256187], [0.413546, 0.189593, 0.922061], [1.313677, -0.913233, 1.079574], [0.416293, 0.604145, -0.647206], [1.079349, 1.677242, -1.058019], [-0.280329, -0.299730, -1.409324], [-0.848486, 0.197238, -2.595957], [-0.954107, -2.061479, 1.424666], [-2.552620, -1.185842, 1.508724], [0.779840, 1.052189, 1.488618], [1.607442, -1.065906, 2.036876], [1.123021, -1.680163, 0.447694], [1.611610, 2.302399, -0.365015], [1.054796, 1.996475, -2.086770], [-1.058760, -0.779157, -0.845557], [-1.244343, 1.067556, -2.407702]],
  "forces_ev_per_a": [[0.317, 0.302, 2.248], [-1.525, -0.375, -0.602], [1.098, 0.379, -1.812], [0.103, 0.533, -0.019], [0.179, 0.024, 2.318], [-0.380, 0.199, -0.254], [-1.915, -1.148, 0.650], [0.211, 0.014, -0.286], [0.209, 0.045, -0.834], [-0.263, 0.084, -0.366], [0.012, -0.160, -0.224], [-0.197, -0.595, -0.452], [0.320, -0.171, 0.621], [0.044, 0.024, 0.210], [0.134, -0.119, -0.214], [1.525, 1.129, -1.254], [0.128, -0.163, 0.269]]
}

=====

(4)
{
  "formula": "C4H9N3O",
  "method": "wB97M-V/def2-TZVPD",
  "e_homo_ev": -9.51,
  "e_tot_ha": -397.1241,
  "e_above_lowest_ev": 6.164,
  "orbital_gap_ev": 10.2,
  "total_charge": 0,
  "symbols": ["C", "C", "C", "C", "H", "H", "H", "H", "H", "H", "H", "H", "H", "N", "N", "N", "O"],
  "xyz": [[-1.838020, 0.221504, -0.610120], [-0.798870, 0.496658, 0.438790], [-0.265127, -0.751995, 0.887214], [1.600296, 0.162132, -0.071000], [-3.851048, -0.702033, -0.873517], [-3.966057, 0.851294, 0.171781], [-1.245270, -0.650756, -1.148584], [-2.040317, 1.033172, -1.326991], [-0.433863, 1.326028, 1.152098], [-0.450466, -1.914227, 1.137241], [0.283984, -0.759562, 1.853176], [2.160280, -1.530234, -1.171587], [3.427909, -0.289152, -0.595692], [-3.124948, -0.140353, -0.017769], [0.357573, -0.272143, -0.210190], [2.517321, -0.879904, -0.325997], [1.959443, 1.364060, 0.101308]],
  "forces_ev_per_a": [[-0.955, 0.501, -1.408], [1.099, 0.225, -0.237], [0.456, -6.516, 6.546], [3.940, 3.365, -0.871], [3.148, 2.172, 3.220], [3.840, -3.541, -0.886], [-2.447, 1.504, 0.652], [0.881, -0.099, 0.055], [-1.288, -0.797, -1.895], [-1.396, 2.185, -2.140], [0.343, 1.477, -0.444], [1.218, 2.085, 2.676], [-2.311, -2.299, 0.646], [-6.577, 0.344, -1.935], [-0.617, 1.722, -1.081], [1.633, 1.130, -2.868], [-0.965, -3.457, -0.029]]
}

=====

(5)
{
  "formula": "C4H9N3O",
  "method": "wB97M-V/def2-TZVPD",
  "e_homo_ev": -8.31,
  "e_tot_ha": -397.1272,
  "e_above_lowest_ev": 6.080,
  "orbital_gap_ev": 9.2,
  "smiles": "[H]/N=C/N(O)[C@@H]1C[C@@H]1N",
  "total_charge": 0,
  "symbols": ["H", "N", "C", "N", "O", "C", "C", "C", "N", "H", "H", "H", "H", "H", "H", "H", "H"],
  "xyz": [[3.187775, 1.489060, -0.059984], [2.814462, 0.450175, 0.047721], [1.566826, 0.542740, 0.362874], [0.768733, -0.453061, -0.044119], [1.594155, -1.454554, -0.326351], [-0.433189, -0.921371, 0.709519], [-1.520443, -1.200799, -0.320924], [-1.463942, 0.107830, 0.298134], [-1.181485, 1.443995, -0.247708], [0.902986, 1.444211, 0.650662], [2.534745, -0.878080, -0.666348], [-0.257343, -1.114972, 1.855505], [-1.177907, -1.059402, -1.320127], [-2.248248, -1.995478, -0.139932], [-2.210958, 0.234658, 1.023164], [-2.011931, 1.918930, -0.450433], [-0.864228, 1.446117, -1.371661]],
  "forces_ev_per_a": [[-0.544, -2.917, 0.693], [1.027, 3.899, -0.398], [-2.216, 3.458, -0.017], [-0.506, -1.012, 2.268], [2.986, -2.726, -2.771], [1.864, 2.915, -0.055], [0.218, -1.139, -0.086], [-1.029, 1.318, 1.217], [2.377, -1.146, -4.383], [1.734, -1.110, -0.102], [-2.452, -1.185, 1.428], [-0.687, -0.364, -2.655], [0.523, -0.978, -0.727], [-0.064, 0.668, -0.040], [-0.872, 0.269, 1.207], [-2.039, 0.758, 0.569], [-0.322, -0.709, 3.851]]
}

=====

(6)
{
  "formula": "C4H9N3O",
  "method": "wB97M-V/def2-TZVPD",
  "e_homo_ev": -8.63,
  "e_tot_ha": -397.1815,
  "e_above_lowest_ev": 4.602,
  "orbital_gap_ev": 9.2,
  "smiles": "[H]/N=C(/C)O.C=C=NN",
  "total_charge": 0,
  "symbols": ["H", "N", "C", "C", "O", "H", "H", "H", "H", "C", "C", "N", "N", "H", "H", "H", "H"],
  "xyz": [[-2.005051, 1.692014, -0.109901], [-2.008954, 0.794130, 0.371834], [-1.267849, -0.095745, -0.169089], [-1.219545, -1.469032, 0.438281], [-1.169928, -0.223563, -1.626202], [-1.324810, -1.399971, 1.517495], [-2.029851, -2.074113, 0.037517], [-0.266769, -1.925538, 0.174572], [-1.577200, 0.555274, -2.030329], [1.002817, 1.265814, 1.487265], [0.856299, 0.810289, 0.267840], [1.382567, 0.615357, -0.872354], [2.195949, -0.417415, -1.118430], [0.170462, 1.184248, 2.169012], [1.872835, 1.823107, 1.796733], [2.708406, -0.815037, -0.332708], [2.680621, -0.319817, -2.001536]],
  "forces_ev_per_a": [[-0.373, -0.208, -0.376], [1.788, 0.247, 0.571], [-4.149, -0.648, -2.682], [1.028, 0.247, 0.022], [0.571, 0.215, 2.088], [0.083, 0.050, -0.021], [0.018, 0.093, -0.161], [-0.016, -0.283, 0.082], [0.153, -0.031, 0.279], [-1.134, 0.034, 0.308], [2.964, -0.291, -1.697], [-0.876, 1.032, 1.497], [0.007, -0.583, -0.140], [0.009, -0.040, 0.230], [0.164, 0.073, -0.154], [-0.108, 0.191, -0.215], [-0.129, -0.098, 0.370]]
}

=====

(7)
{
  "formula": "C4H9N3O",
  "method": "wB97M-V/def2-TZVPD",
  "e_homo_ev": -9.34,
  "e_tot_ha": -397.1568,
  "e_above_lowest_ev": 5.276,
  "orbital_gap_ev": 9.8,
  "total_charge": 0,
  "symbols": ["C", "C", "C", "C", "H", "H", "H", "H", "H", "H", "H", "H", "H", "N", "N", "N", "O"],
  "xyz": [[-1.695223, 0.896438, -0.674205], [-1.545665, -0.558903, 0.076025], [0.786079, -1.172482, -0.334580], [2.821289, 0.059659, 0.029115], [-0.815540, 1.305713, -1.382165], [-2.805506, 0.917740, -1.358973], [-2.230409, 1.671272, 0.286508], [-2.097329, -0.781449, 0.904165], [-1.645072, -1.340762, -0.735317], [-0.425407, 0.384679, 2.044208], [0.480530, 1.128914, 0.692488], [0.574734, -1.871294, -1.141546], [3.860035, -0.417796, 0.360053], [-0.183081, -0.812950, 0.536911], [0.303333, 0.336810, 1.258900], [2.102833, -0.985170, -0.341562], [2.514393, 1.239579, -0.220022]],
  "forces_ev_per_a": [[-4.659, 1.245, 1.223], [2.558, 0.169, -5.565], [3.145, -1.246, -1.245], [1.741, 1.231, -0.123], [-1.968, -0.996, 2.187], [3.576, -0.522, 1.705], [2.537, -1.786, -3.104], [-2.340, 0.073, 1.791], [-0.664, 0.614, 0.972], [1.837, 0.975, -1.546], [-0.218, 1.013, -0.633], [-1.052, -0.120, 0.296], [-1.454, 1.921, -0.152], [1.912, 2.974, -0.497], [-1.912, -2.746, 3.935], [-4.121, -1.211, -0.083], [1.081, -1.587, 0.840]]
}

=====

(8)
{
  "formula": "C4H9N3O",
  "method": "wB97M-V/def2-TZVPD",
  "e_homo_ev": -8.97,
  "e_tot_ha": -397.2026,
  "e_above_lowest_ev": 4.028,
  "orbital_gap_ev": 9.2,
  "smiles": "[H]/N=N/[C@@](C)(N)OC=C",
  "total_charge": 0,
  "symbols": ["H", "N", "N", "C", "C", "N", "O", "C", "C", "H", "H", "H", "H", "H", "H", "H", "H"],
  "xyz": [[-0.317503, -2.854401, -0.419830], [-0.488089, -1.921868, -0.826833], [0.273880, -1.083447, -0.334284], [0.135664, 0.396207, -0.711079], [1.524789, 0.887915, -1.108101], [-0.799711, 0.720338, -1.752114], [-0.235430, 0.967224, 0.518723], [-0.707706, -0.146768, 1.444117], [-0.285748, -0.237691, 2.706101], [1.518239, 1.976494, -1.214834], [1.861722, 0.430606, -2.043697], [2.250660, 0.651783, -0.324792], [-1.144901, -0.114174, -2.213533], [-1.597832, 1.199401, -1.349683], [-1.692340, -0.471027, 1.135017], [0.665295, 0.180478, 3.014639], [-0.960990, -0.581070, 3.480184]],
  "forces_ev_per_a": [[0.346, 0.348, 0.177], [0.115, 1.463, -0.667], [0.292, -1.014, -0.500], [0.428, -0.598, -0.693], [0.364, -0.197, 0.456], [-0.564, -0.120, 0.112], [-0.192, -2.826, 1.800], [-0.530, 3.453, 0.605], [0.029, 0.618, -0.875], [-0.242, -0.193, -0.104], [-0.212, 0.097, 0.082], [-0.105, -0.104, -0.055], [0.040, -0.115, 0.013], [0.046, -0.067, -0.017], [0.104, -0.225, -0.071], [-0.133, 0.143, -0.045], [0.213, -0.663, -0.217]]
}